1.
Entry from the Open Molecules 2025 dataset: an isolated molecule of C4H7N3S (ωB97M-V/def2-TZVPD).

XYZ file:
```
15
Properties=species:S:1:pos:R:3
C -1.00237 -1.18337 -0.86049
C -0.12676 -0.96694 0.39387
S -1.18022 -1.02393 1.89122
N 0.83187 0.03591 0.44190
N 1.99298 -0.20917 -0.02604
C 2.58150 0.96827 0.06842
C 1.75004 1.89394 0.61151
N 0.54810 1.23742 0.84412
H -1.74115 -0.34636 -1.07640
H -1.71350 -2.09495 -0.63348
H -0.35937 -1.44143 -1.72169
H 0.48747 -1.94760 0.59024
H -1.72986 0.16571 1.85009
H 3.59491 1.34623 -0.20841
H 1.92376 2.91599 0.79092
```

Values from the calculation:
**ΔE to the lowest compared entry with this formula, charge and spin**: 242.9 kJ/mol
**Energy**: -719.01006 Eh
**Max |F|**: 4.759 eV/A
**SMILES string**: C[C@H](S)n1nccn1
**LUMO level**: 0.95 eV
**HOMO**: -9.35 eV
**Frontier orbital gap**: 0.3786 Ha

Löwdin population analysis, charges in e, atoms 1 to 5: -0.124 -0.689 0.750 -0.322 0.115

=====

2.
Entry from the Open Molecules 2025 dataset: an isolated molecule of C4H7N3S (ωB97M-V/def2-TZVPD).

XYZ file:
```
15
Properties=species:S:1:pos:R:3
N -3.39805 -0.19294 0.18396
N -2.17547 -0.87349 0.08178
C -1.05586 -0.26626 0.11158
C 0.33141 -1.01464 -0.12241
C 1.26986 -0.22945 -0.10569
N 2.57312 -0.50843 0.05111
C 1.07596 1.19644 0.22031
S -0.80040 1.58215 -0.10995
H -3.97820 -0.77312 -0.64734
H -3.38213 0.80070 -0.27113
H 0.41030 -2.04773 0.14332
H 3.20367 0.39915 -0.07395
H 2.94300 -1.32460 -0.45693
H 1.53466 1.97799 -0.38383
H 1.44813 1.27422 1.37916
```

Values from the calculation:
**ΔE to the lowest compared entry with this formula, charge and spin**: 408.6 kJ/mol
**Energy**: -718.94697 Eh
**Max |F|**: 9.781 eV/A
**SMILES string**: N/N=C1/C=C(N)CS1
**LUMO level**: 0.56 eV
**HOMO**: -8.28 eV
**Frontier orbital gap**: 0.3250 Ha

Löwdin population analysis, charges in e, atoms 1 to 5: -0.067 -0.126 -0.507 -0.053 -0.588

=====

3.
Entry from the Open Molecules 2025 dataset: a cluster of 2 separate species, C4H7N3S in total (ωB97M-V/def2-TZVPD).

XYZ file:
```
15
Properties=species:S:1:pos:R:3
C 0.84161 1.43186 0.83132
C -2.31050 -0.10512 0.23232
C 0.04301 2.29006 1.65498
C -1.25007 -1.64097 1.96748
N 1.08152 0.49593 0.16404
N 1.62394 -0.32388 -0.59639
N -1.94976 -0.79828 1.11839
S -3.00156 0.88742 -0.76421
H 0.31057 3.28330 1.49882
H 0.14632 1.97849 2.80119
H -1.01279 2.10390 1.55801
H -0.31197 -1.30266 2.30397
H -1.94372 -1.89772 2.71531
H -0.81481 -2.60878 1.55086
H 1.72553 -0.24826 -1.58664
```

Values from the calculation:
**ΔE to the lowest compared entry with this formula, charge and spin**: 487.6 kJ/mol
**Energy**: -718.91687 Eh
**Max |F|**: 4.198 eV/A
**LUMO level**: 0.59 eV
**HOMO**: -8.15 eV
**Frontier orbital gap**: 0.3212 Ha

Löwdin population analysis, charges in e, atoms 1 to 5: -0.068 -0.817 -0.079 -0.101 -0.132

=====

4.
Entry from the Open Molecules 2025 dataset: a cluster of 3 separate species, C4H7N3S in total (ωB97M-V/def2-TZVPD).

XYZ file:
```
15
Properties=species:S:1:pos:R:3
C 1.37190 -1.27272 0.41552
C 2.23378 -0.62836 1.23225
C -0.42036 0.42345 0.12710
C -2.03074 2.16919 -0.15142
H -0.87897 -2.69221 -1.15470
H -0.74199 -0.01442 -2.37883
H 1.51354 -2.33168 0.18011
H 2.90826 -1.19549 1.69951
H 2.03155 0.40679 1.61332
H 0.08392 0.81756 1.12791
H -1.78730 2.94617 0.77799
N 0.10530 -1.23266 -1.58013
N 0.23851 -0.74830 -0.21806
N -1.15046 1.12442 -0.60885
S -3.47695 2.22824 -1.08172
```

Values from the calculation:
**ΔE to the lowest compared entry with this formula, charge and spin**: 1060.4 kJ/mol
**Energy**: -718.69871 Eh
**Max |F|**: 5.313 eV/A
**LUMO level**: -1.10 eV
**HOMO**: -8.47 eV
**Frontier orbital gap**: 0.2711 Ha

Löwdin population analysis, charges in e, atoms 1 to 5: -0.193 0.037 -0.237 -0.639 0.174

=====

5.
Entry from the Open Molecules 2025 dataset: the ion C4H7N4O2 with charge +1 (ωB97M-V/def2-TZVPD).

XYZ file:
```
17
Properties=species:S:1:pos:R:3
C -1.17537 -2.06955 0.75295
N -0.49447 -1.13483 -0.07712
C -0.05594 0.08909 0.14203
N 0.67418 0.53118 -0.91334
C 1.18806 1.85368 -1.01549
C 0.67327 -0.48752 -1.74810
N 1.16320 -0.43175 -3.17588
O 1.43277 -1.47654 -3.72320
O 1.30987 0.69976 -3.59517
N -0.10691 -1.54330 -1.29908
H -0.85838 -3.00477 0.51888
H -0.80128 -1.99816 1.68884
H -2.17986 -2.02820 0.57727
H -0.05592 0.65306 1.06427
H 0.75750 2.50626 -0.13668
H 2.29047 1.86654 -1.32172
H 0.70087 2.40927 -1.74688
```

Values from the calculation:
**ΔE to the lowest compared entry with this formula, charge and spin**: 279.6 kJ/mol
**Total charge**: +1
**Energy**: -525.69774 Eh
**Max |F|**: 4.903 eV/A
**SMILES string**: Cn1c[n+](C)c([N+](=O)[O-])n1
**LUMO level**: -4.97 eV
**HOMO**: -15.73 eV
**Frontier orbital gap**: 0.3954 Ha

Löwdin population analysis, charges in e, atoms 1 to 5: 0.066 -0.097 0.047 -0.007 0.012

=====

6.
Entry from the Open Molecules 2025 dataset: a cluster of 2 separate species, C4H7N5 in total (ωB97M-V/def2-TZVPD).

XYZ file:
```
16
Properties=species:S:1:pos:R:3
C 0.16508 0.57441 -0.82289
C 1.62596 0.42673 -0.56532
C 1.76591 -0.46689 0.67069
C -0.38188 0.23519 1.32478
N -0.72569 0.76020 0.11071
N -2.01762 -1.33983 0.59871
N -2.48981 -0.79597 -0.28780
N -2.92612 -0.20292 -1.19751
N 0.66618 -0.43039 1.61753
H -0.28997 0.59813 -1.82115
H 1.98849 -0.16082 -1.44726
H 2.02387 1.41830 -0.34803
H 1.68120 -1.50997 0.24118
H 2.65051 -0.30615 1.22192
H -1.20060 0.43735 2.08625
H -2.53550 0.76262 -1.38181
```

Values from the calculation:
**ΔE to the lowest compared entry with this formula, charge and spin**: 564.4 kJ/mol
**Energy**: -430.24740 Eh
**Max |F|**: 5.468 eV/A
**LUMO level**: -0.15 eV
**HOMO**: -9.44 eV
**Frontier orbital gap**: 0.3414 Ha

Löwdin population analysis, charges in e, atoms 1 to 5: -0.122 -0.148 -0.219 -0.329 0.016

=====

Which value of ΔE to the lowest compared entry with this formula, charge and spin does entry 6 give? 564.4 kJ/mol

=====

Repeat the third record exactly.
Entry from the Open Molecules 2025 dataset: a cluster of 2 separate species, C4H7N3S in total (ωB97M-V/def2-TZVPD).

XYZ file:
```
15
Properties=species:S:1:pos:R:3
C 0.84161 1.43186 0.83132
C -2.31050 -0.10512 0.23232
C 0.04301 2.29006 1.65498
C -1.25007 -1.64097 1.96748
N 1.08152 0.49593 0.16404
N 1.62394 -0.32388 -0.59639
N -1.94976 -0.79828 1.11839
S -3.00156 0.88742 -0.76421
H 0.31057 3.28330 1.49882
H 0.14632 1.97849 2.80119
H -1.01279 2.10390 1.55801
H -0.31197 -1.30266 2.30397
H -1.94372 -1.89772 2.71531
H -0.81481 -2.60878 1.55086
H 1.72553 -0.24826 -1.58664
```

Values from the calculation:
**ΔE to the lowest compared entry with this formula, charge and spin**: 487.6 kJ/mol
**Energy**: -718.91687 Eh
**Max |F|**: 4.198 eV/A
**LUMO level**: 0.59 eV
**HOMO**: -8.15 eV
**Frontier orbital gap**: 0.3212 Ha

Löwdin population analysis, charges in e, atoms 1 to 5: -0.068 -0.817 -0.079 -0.101 -0.132

=====

The highest HOMO belongs to which entry? number 3